A 6-piece molecular cluster, C12H24Cl12 overall, computed with wB97M-V/def2-TZVPD.

The geometry in XYZ format:
```
48
C12H24Cl12 (wB97M-V/def2-TZVPD)
Cl 28.9345 6.9088 -1.4361
C 27.7404 8.1997 -1.1365
C 26.3632 7.7919 -1.5927
Cl 26.3731 7.3242 -3.2948
H 28.0617 9.0655 -1.7116
H 27.7439 8.3993 -0.0715
H 25.6416 8.5930 -1.4638
H 26.0052 6.9286 -1.0371
Cl 30.2720 7.2359 -5.1108
C 30.2547 5.4829 -4.7659
C 28.8495 4.9704 -4.6241
Cl 28.1073 4.5905 -6.2158
H 30.7965 5.3299 -3.8334
H 30.8078 5.0229 -5.5777
H 28.2279 5.7419 -4.1809
H 28.7859 4.0653 -4.0286
Cl 29.4935 10.4252 0.8570
C 29.9166 10.6673 2.5661
C 28.7834 10.3193 3.4732
Cl 27.3873 11.4074 3.2392
H 30.1538 11.7239 2.6825
H 30.8028 10.0966 2.8365
H 29.0925 10.3879 4.5150
H 28.4171 9.3070 3.3128
Cl 23.6253 5.4280 -1.3602
C 21.9910 5.9133 -1.8857
C 21.7172 7.3691 -1.6093
Cl 22.7541 8.4509 -2.5852
H 21.2782 5.2957 -1.3462
H 21.9420 5.7225 -2.9537
H 21.8478 7.6349 -0.5614
H 20.6859 7.6104 -1.8669
Cl 33.6682 6.7262 -0.7667
C 32.3211 7.8725 -1.0502
C 32.8107 9.2056 -1.5692
Cl 33.5294 10.2017 -0.2621
H 31.8498 8.0144 -0.0833
H 31.6663 7.4201 -1.7857
H 32.0223 9.7906 -2.0341
H 33.6093 9.0808 -2.2984
Cl 23.4350 10.9432 2.3605
C 23.2126 11.6613 0.7457
C 24.2855 12.6556 0.3921
Cl 25.7331 11.8482 -0.2393
H 22.2312 12.1326 0.7351
H 23.1955 10.8765 -0.0061
H 24.6060 13.2467 1.2444
H 23.8858 13.3362 -0.3595
```

The calculation puts the energy above the lowest of the compared OMol25 structures with the same formula, charge and spin at 7.82 kcal/mol. As for the total charge: 0. As for the total energy: -5993.9576 hartree. As for the SMILES: ClCCCl.ClCCCl.ClCCCl.ClCCCl.ClCCCl.ClCCCl. For the largest force on an atom, the calculation gives 0.70 eV/Å.